{"formula": "C4H14N3O", "method": "wB97M-V/def2-TZVPD", "total_energy_ev": -10869.3530, "orbital_gap_ev": [9.1329, 6.6527], "multiplicity": 2, "total_charge": 2, "e_above_lowest_kj_mol": 580.4, "max_force_ev_per_a": 8.055, "lumo_ev": [-10.67, -13.15], "species": ["N", "C", "N", "N", "H", "H", "H", "H", "H", "H", "C", "C", "C", "O", "H", "H", "H", "H", "H", "H", "H", "H"], "positions_angstrom": [[-1.256, 1.060, 1.560], [-0.524, 1.542, 0.388], [1.036, 1.516, 0.396], [-0.927, 2.805, 0.142], [-0.980, 1.773, 2.242], [-2.233, 1.318, 1.395], [1.109, 2.302, 1.054], [0.941, 0.688, 0.993], [-0.294, 3.175, -0.579], [-1.892, 2.850, -0.206], [-0.958, -1.473, -0.520], [0.531, -1.677, -0.315], [1.317, -0.788, -1.293], [0.785, -3.057, -0.451], [-1.443, -2.256, 0.063], [-1.178, -1.524, -1.585], [-1.197, -0.471, -0.102], [0.833, -1.433, 0.724], [0.720, 0.113, -1.323], [1.428, -1.255, -2.276], [2.335, -0.549, -0.981], [1.717, -3.237, -0.172]], "atomic_forces_ev_per_a": [[0.242, -1.086, -1.850], [2.151, 5.940, 4.998], [-5.224, -1.746, 0.755], [0.303, -2.391, -4.745], [0.259, -0.477, 0.363], [-0.171, -0.602, 0.161], [0.817, -0.003, -0.167], [1.991, -0.075, 0.305], [-0.318, 0.879, 0.163], [-0.232, 0.808, 0.828], [0.677, 0.066, 0.513], [-1.826, -1.369, 0.207], [1.803, -0.036, -0.929], [0.787, 1.263, 0.062], [-0.554, 0.280, -0.195], [-0.312, -0.039, 0.067], [-0.187, -0.934, -0.421], [0.444, -0.041, -0.012], [0.131, -0.044, -0.380], [-0.524, -0.034, 0.106], [-0.169, -0.011, 0.271], [-0.089, -0.347, -0.100]]}

{"formula": "C23H35ClN2O3Y", "method": "wB97M-V/def2-TZVPD", "total_energy_ev": -47104.5996, "orbital_gap_ev": [3.0304, 2.7469], "total_charge": -1, "e_above_lowest_kj_mol": 157.5, "max_force_ev_per_a": 5.449, "lumo_ev": [2.55, 2.66], "species": ["Y", "Cl", "N", "N", "C", "C", "C", "C", "C", "C", "H", "H", "H", "H", "H", "H", "C", "C", "C", "C", "H", "H", "H", "H", "H", "H", "O", "H", "H", "O", "H", "H", "C", "C", "C", "H", "H", "C", "C", "H", "C", "C", "C", "C", "H", "C", "H", "H", "H", "H", "H", "H", "H", "H", "C", "C", "C", "O", "H", "H", "H", "H", "H", "H", "H"], "positions_angstrom": [[-0.080, -0.607, -0.571], [-1.572, 0.341, 1.366], [1.078, -1.538, 1.406], [-0.928, 1.469, -1.692], [1.223, -2.799, 1.146], [-1.832, 1.096, -2.533], [1.799, -1.228, 2.677], [2.656, -2.486, 2.846], [0.849, -1.087, 3.857], [2.609, 0.039, 2.492], [0.398, -2.058, 4.117], [0.054, -0.371, 3.630], [1.416, -0.743, 4.730], [3.136, -0.006, 1.538], [3.340, 0.141, 3.301], [1.944, 0.909, 2.488], [-0.941, 2.965, -1.596], [-2.050, 3.333, -2.583], [0.408, 3.509, -2.046], [-1.276, 3.461, -0.202], [-2.232, 3.047, 0.129], [-1.346, 4.553, -0.225], [-0.503, 3.170, 0.517], [0.615, 3.182, -3.073], [1.204, 3.147, -1.384], [0.391, 4.605, -2.015], [-2.513, 2.047, -3.124], [-1.715, 3.960, -3.428], [-2.919, 3.826, -2.116], [2.086, -3.454, 1.887], [2.613, -2.953, 3.845], [3.718, -2.318, 2.583], [0.449, -3.498, 0.015], [-2.132, -0.381, -2.884], [-2.244, -1.376, -1.740], [-1.276, -0.650, -3.536], [-3.020, -0.386, -3.541], [-1.209, -2.162, -1.360], [-0.953, -2.960, -0.292], [1.486, 0.427, -0.897], [-2.107, -3.126, 0.504], [-3.308, -2.489, 0.165], [-1.987, -4.083, 1.671], [-3.369, -1.581, -0.904], [-4.233, -2.720, 0.744], [-4.625, -0.828, -1.270], [-5.521, -1.217, -0.740], [-4.818, -0.897, -2.367], [-4.545, 0.271, -1.053], [-1.375, -4.969, 1.397], [-2.983, -4.450, 2.006], [-1.477, -3.623, 2.554], [0.431, -4.579, 0.231], [1.120, -3.382, -0.865], [4.298, 1.315, -1.531], [3.023, 0.776, -2.098], [3.035, -0.448, -3.032], [2.426, 0.504, -0.723], [4.731, 0.471, -0.992], [3.995, 2.022, -0.751], [4.968, 1.768, -2.278], [2.395, 1.545, -2.541], [3.508, -1.323, -2.560], [2.053, -0.812, -3.399], [3.578, -0.274, -3.969]], "atomic_forces_ev_per_a": [[-0.537, 1.408, 1.922], [0.015, 0.349, 0.247], [-0.203, -1.023, 0.088], [0.005, -0.069, 0.147], [-1.402, 1.714, -0.390], [0.425, -1.637, 1.336], [-0.121, -0.173, -0.549], [0.522, -0.606, -0.311], [-0.405, -0.169, 0.073], [0.221, 0.001, -0.035], [0.002, 0.298, -0.160], [0.070, -0.112, -0.010], [-0.054, -0.011, -0.092], [0.016, 0.120, 0.075], [-0.087, 0.103, -0.003], [0.123, -0.120, -0.020], [0.185, -0.658, -0.233], [-0.651, -0.160, -0.657], [0.072, -0.026, -0.100], [-0.017, -0.184, 0.193], [0.157, -0.014, 0.078], [0.010, 0.013, 0.023], [-0.182, -0.012, -0.071], [0.068, 0.063, 0.196], [-0.137, 0.090, -0.141], [0.075, -0.064, -0.010], [-0.843, 1.655, -0.876], [-0.056, -0.367, 0.288], [0.313, -0.289, -0.083], [0.966, -0.711, 1.178], [-0.105, 0.252, -0.456], [-0.459, -0.164, -0.070], [0.441, -0.231, 0.100], [-0.079, 0.990, -0.487], [0.234, 0.027, 0.740], [-0.106, -0.228, 0.286], [0.239, 0.115, 0.263], [3.312, -1.429, -4.083], [-0.223, 0.809, -0.061], [0.812, 1.305, -1.043], [-0.987, -1.899, 2.193], [0.088, 0.215, -0.461], [-0.423, -0.116, 0.434], [-2.836, 0.196, 0.376], [0.838, 0.360, -0.387], [-0.522, 0.199, 0.062], [0.442, 0.258, -0.233], [-0.027, -0.014, 0.643], [-0.031, -0.692, -0.042], [-0.391, 0.326, 0.156], [0.581, 0.205, -0.074], [-0.308, -0.196, -0.385], [0.168, 0.270, 0.050], [-0.573, -0.076, 0.097], [0.640, 0.100, -0.459], [-1.044, -0.524, 1.206], [0.207, -0.556, 0.191], [0.201, -0.511, -1.249], [0.596, 0.160, -0.212], [0.352, 0.206, -0.390], [-0.026, -0.248, 0.318], [0.037, 0.131, -0.081], [-0.023, 0.288, 0.080], [0.138, 0.603, 0.717], [0.284, 0.460, 0.158]]}